Record 1
DFT (ωB97M-V with the def2-TZVPD basis set) results for an isolated molecule of C11H14N2 in a non-equilibrium geometry.

* calculated total energy: -14610.746 eV
* energy above the lowest of the compared OMol25 structures with the same formula, charge and spin: 354.5 kJ/mol
* orbital gap: 9.5 eV
* E_HOMO: -8.556 eV
* E_LUMO: 1.0 eV

Last columns: bonded neighbours and bond lengths (Å).
Geometry (Å):
1 C -3.496 -0.231 0.021  C2 1.437, C13 1.351, H14 1.109
2 C -2.964 1.104 -0.007  C1 1.437, C3 1.384, H15 1.051
3 C -1.606 1.317 -0.161  C2 1.384, C4 1.361, H16 1.094
4 C -0.791 0.229 -0.224  C3 1.361, N5 1.435, N12 1.357
5 N 0.562 0.260 -0.703  C4 1.435, C6 1.507, C9 1.555
6 C 1.285 1.127 0.296  N5 1.507, C7 1.645, C11 1.584, H17 1.038
7 C 2.812 0.967 -0.294  C6 1.645, C8 1.680, H18 1.084, H19 1.112
8 C 2.653 -0.517 -1.065  C7 1.680, C9 1.442, H20 1.166, H21 1.218
9 C 1.438 -1.001 -0.457  N5 1.555, C8 1.442, C10 1.567, H22 1.193
10 C 1.367 -1.150 1.102  C9 1.567, C11 1.481, H23 1.187, H24 1.030
11 C 1.358 0.242 1.608  C6 1.584, C10 1.481, H25 1.013, H26 1.137
12 N -1.274 -1.039 -0.196  C4 1.357, C13 1.352
13 C -2.608 -1.239 -0.112  C1 1.351, N12 1.352, H27 1.044
14 H -4.562 -0.427 -0.219  C1 1.109
15 H -3.514 1.994 0.094  C2 1.051
16 H -1.352 2.380 -0.100  C3 1.094
17 H 0.874 2.078 0.363  C6 1.038
18 H 3.052 1.729 -1.028  C7 1.084
19 H 3.763 0.873 0.274  C7 1.112
20 H 3.508 -1.307 -1.017  C8 1.166
21 H 2.587 -0.160 -2.227  C8 1.218
22 H 1.136 -1.934 -1.136  C9 1.193
23 H 0.597 -1.896 1.610  C10 1.187
24 H 2.271 -1.597 1.310  C10 1.030
25 H 0.637 0.282 2.320  C11 1.013
26 H 2.447 0.478 1.834  C11 1.137
27 H -3.141 -2.132 -0.032  C13 1.044


Record 2
DFT (ωB97M-V with the def2-TZVPD basis set) results for a cluster of 2 separate species, C11H14N2 in total in a non-equilibrium geometry.

* calculated total energy: -14613.945 eV
* energy above the lowest of the compared OMol25 structures with the same formula, charge and spin: 45.9 kJ/mol
* orbital gap: 9.3 eV
* E_HOMO: -8.436 eV
* E_LUMO: 0.8 eV

Last columns: bonded neighbours and bond lengths (Å).
Geometry (Å):
1 C -0.073 -1.491 1.352  C2 1.462, H7 1.087, H8 1.101, H9 1.092
2 C -0.013 -0.301 2.199  C1 1.462, C3 1.357, N6 1.420
3 C -0.977 0.616 2.465  C2 1.357, N4 1.373, H10 1.078
4 N -0.397 1.723 3.033  C3 1.373, C5 1.366, H11 1.014
5 C 0.895 1.358 3.286  N4 1.366, N6 1.301, H12 1.076
6 N 1.187 0.199 2.771  C2 1.420, C5 1.301
7 H -1.066 -1.534 0.913  C1 1.087
8 H 0.016 -2.490 1.808  C1 1.101
9 H 0.778 -1.461 0.669  C1 1.092
10 H -2.023 0.603 2.204  C3 1.078
11 H -0.996 2.511 3.256  N4 1.014
12 H 1.589 1.974 3.829  C5 1.076
13 C 2.308 -0.390 -2.605  C14 1.494, H20 1.091, H21 1.098, H22 1.090
14 C 0.831 -0.288 -2.406  C13 1.494, C15 1.398, C19 1.397
15 C 0.271 0.732 -1.632  C14 1.398, C16 1.377, H23 1.086
16 C -1.083 0.791 -1.388  C15 1.377, C17 1.383, H24 1.084
17 C -1.905 -0.234 -1.820  C16 1.383, C18 1.374, H25 1.087
18 C -1.401 -1.275 -2.562  C17 1.374, C19 1.398, H26 1.082
19 C -0.018 -1.341 -2.755  C14 1.397, C18 1.398, H27 1.087
20 H 2.983 -0.453 -1.751  C13 1.091
21 H 2.695 0.458 -3.185  C13 1.098
22 H 2.490 -1.268 -3.226  C13 1.090
23 H 0.904 1.542 -1.282  C15 1.086
24 H -1.522 1.694 -0.978  C16 1.084
25 H -2.975 -0.142 -1.653  C17 1.087
26 H -2.075 -2.054 -2.895  C18 1.082
27 H 0.414 -2.228 -3.210  C19 1.087


Record 3
DFT (ωB97M-V with the def2-TZVPD basis set) results for a cluster of 2 separate species, C11H14N2O in total in a non-equilibrium geometry.

* 2S+1: 2
* calculated total energy: -16650.959 eV
* energy above the lowest of the compared OMol25 structures with the same formula, charge and spin: 398.7 kJ/mol
* <S²>: 0.7575
* total charge: +1
* orbital gap (alpha / beta): 7.7 / 3.0 eV
* E_HOMO (alpha / beta): -11.204 / -11.196 eV
* E_LUMO (alpha / beta): -3.6 / -8.2 eV

Last columns: bonded neighbours and bond lengths (Å).
Geometry (Å):
1 C 1.552 -3.743 0.659  C3 1.539, H9 1.026, H10 1.062, H12 1.054
2 C 0.650 -2.795 -1.749  C3 1.366, N5 1.386, H7 1.108
3 C 0.674 -3.071 -0.411  C1 1.539, C2 1.366, N6 1.520
4 C -1.212 -1.908 -0.903  N5 1.435, N6 1.278, H11 1.191
5 N -0.510 -2.141 -2.133  C2 1.386, C4 1.435, H8 0.984
6 N -0.677 -2.559 0.059  C3 1.520, C4 1.278
7 H 1.373 -2.787 -2.588  C2 1.108
8 H -0.627 -1.551 -2.912  N5 0.984
9 H 2.477 -3.938 0.258  C1 1.026
10 H 1.169 -4.617 1.126  C1 1.062
11 H -2.184 -1.227 -1.006  C4 1.191
12 H 1.635 -3.136 1.517  C1 1.054
13 C -1.983 1.796 2.354  C17 1.568, H25 1.048, H26 1.217, H28 1.070
14 C -0.155 1.475 -1.170  C15 1.395, C16 1.447, H21 1.112
15 C 0.945 2.278 -0.871  C14 1.395, C18 1.418, O20 1.328
16 C -1.137 1.410 -0.109  C14 1.447, C17 1.420, H22 1.133
17 C -1.026 2.070 1.143  C13 1.568, C16 1.420, C19 1.398
18 C 1.110 2.971 0.355  C15 1.418, C19 1.369, H23 1.134
19 C 0.120 2.856 1.295  C17 1.398, C18 1.369, H27 1.109
20 O 1.960 2.209 -1.725  C15 1.328, H24 1.020
21 H -0.073 0.895 -2.115  C14 1.112
22 H -1.982 0.671 -0.262  C16 1.133
23 H 2.052 3.550 0.604  C18 1.134
24 H 2.294 3.157 -1.893  O20 1.020
25 H -2.994 2.048 2.245  C13 1.048
26 H -1.601 1.989 3.493  C13 1.217
27 H 0.267 3.357 2.273  C19 1.109
28 H -2.116 0.740 2.464  C13 1.070


Q: What is the formula in the first record?
A: C11H14N2


Please write out number 1 again, unchanged.
DFT (ωB97M-V with the def2-TZVPD basis set) results for an isolated molecule of C11H14N2 in a non-equilibrium geometry.

* calculated total energy: -14610.746 eV
* energy above the lowest of the compared OMol25 structures with the same formula, charge and spin: 354.5 kJ/mol
* orbital gap: 9.5 eV
* E_HOMO: -8.556 eV
* E_LUMO: 1.0 eV

Last columns: bonded neighbours and bond lengths (Å).
Geometry (Å):
1 C -3.496 -0.231 0.021  C2 1.437, C13 1.351, H14 1.109
2 C -2.964 1.104 -0.007  C1 1.437, C3 1.384, H15 1.051
3 C -1.606 1.317 -0.161  C2 1.384, C4 1.361, H16 1.094
4 C -0.791 0.229 -0.224  C3 1.361, N5 1.435, N12 1.357
5 N 0.562 0.260 -0.703  C4 1.435, C6 1.507, C9 1.555
6 C 1.285 1.127 0.296  N5 1.507, C7 1.645, C11 1.584, H17 1.038
7 C 2.812 0.967 -0.294  C6 1.645, C8 1.680, H18 1.084, H19 1.112
8 C 2.653 -0.517 -1.065  C7 1.680, C9 1.442, H20 1.166, H21 1.218
9 C 1.438 -1.001 -0.457  N5 1.555, C8 1.442, C10 1.567, H22 1.193
10 C 1.367 -1.150 1.102  C9 1.567, C11 1.481, H23 1.187, H24 1.030
11 C 1.358 0.242 1.608  C6 1.584, C10 1.481, H25 1.013, H26 1.137
12 N -1.274 -1.039 -0.196  C4 1.357, C13 1.352
13 C -2.608 -1.239 -0.112  C1 1.351, N12 1.352, H27 1.044
14 H -4.562 -0.427 -0.219  C1 1.109
15 H -3.514 1.994 0.094  C2 1.051
16 H -1.352 2.380 -0.100  C3 1.094
17 H 0.874 2.078 0.363  C6 1.038
18 H 3.052 1.729 -1.028  C7 1.084
19 H 3.763 0.873 0.274  C7 1.112
20 H 3.508 -1.307 -1.017  C8 1.166
21 H 2.587 -0.160 -2.227  C8 1.218
22 H 1.136 -1.934 -1.136  C9 1.193
23 H 0.597 -1.896 1.610  C10 1.187
24 H 2.271 -1.597 1.310  C10 1.030
25 H 0.637 0.282 2.320  C11 1.013
26 H 2.447 0.478 1.834  C11 1.137
27 H -3.141 -2.132 -0.032  C13 1.044


Q: Number 1 is which compound?
A: C11H14N2


Q: Which of these has the lowest calculated total energy?
A: C11H14N2O